Computed, not measured: the ion C3H7N2 with charge +1 at a distorted geometry, with ωB97M-V with the def2-TZVPD basis set.

```
! wB97M-V def2-TZVPD RIJCOSX def2/J DEFGRID3
* xyz 1 1
C -1.0031 -0.0969 0.1332
C 0.5553 -0.0679 0.6789
C 1.5469 -0.2433 -0.3337
N -1.8344 -0.9716 -0.2428
N -1.1888 1.2367 0.0398
H 0.9415 0.0195 1.7852
H 2.5303 0.0086 -0.0670
H 1.2554 -0.1386 -1.4986
H 1.6333 -1.3605 -0.3591
H -1.8619 -1.9487 0.0813
H -0.6295 1.9931 0.3562
H -1.9449 1.5697 -0.5735
*
```

* energy above the lowest of the compared OMol25 structures with the same formula, charge and spin: 3.715 eV
* Kohn-Sham gap: 7.08 eV
* DFT total energy: -6193.7967 eV

---

Computed, not measured: a cluster of 8 separate species, C24H68N4O12 in total at a distorted geometry, with ωB97M-V with the def2-TZVPD basis set.

```
! wB97M-V def2-TZVPD RIJCOSX def2/J DEFGRID3
* xyz 0 1
C 8.8102 1.1298 8.5963
O 8.3494 1.0922 7.2863
C 7.2434 0.2583 7.0028
C 6.9424 0.4924 5.4421
C 5.7546 -0.3207 5.0127
N 8.1174 0.2528 4.8292
H 9.1915 0.1358 8.8298
H 7.8930 1.4214 9.1081
H 9.6146 1.8653 8.5866
H 7.5319 -0.7760 7.1904
H 6.3753 0.4015 7.6463
H 6.6072 1.4967 5.1830
H 5.7137 -0.2300 3.9273
H 4.9520 0.3305 5.3588
H 5.7060 -1.3096 5.4687
H 8.8811 0.6545 5.3540
H 8.3589 -0.7259 4.7666
C -2.2298 -0.1379 -9.0275
O -3.5180 -0.4521 -8.6492
C -4.0599 -1.4683 -9.4315
C -5.4501 -1.9250 -8.8712
C -5.3238 -2.8366 -7.5917
N -6.2423 -2.5335 -9.9068
H -1.9811 -0.1309 -10.0887
H -1.6676 -0.9809 -8.6260
H -1.7019 0.7313 -8.6352
H -4.3378 -1.1589 -10.4390
H -3.3728 -2.3124 -9.3707
H -6.1215 -1.1587 -8.4838
H -4.8661 -2.3641 -6.7225
H -4.9132 -3.8373 -7.7262
H -6.3396 -2.9294 -7.2075
H -7.1417 -2.9252 -9.6663
H -6.2330 -1.9864 -10.7558
C -7.0589 -6.6487 -0.1703
O -5.8388 -7.3802 -0.1534
C -5.0025 -7.0288 0.8904
C -5.2119 -7.7732 2.1713
C -4.2367 -7.4299 3.3106
N -4.8467 -9.2020 2.1053
H -6.9907 -5.6687 -0.6426
H -7.4243 -6.4077 0.8280
H -7.8441 -7.2047 -0.6825
H -4.0445 -7.3810 0.5080
H -4.8712 -5.9857 1.1782
H -6.2688 -7.6177 2.3879
H -3.9939 -6.3691 3.2474
H -3.2241 -7.8295 3.2556
H -4.6248 -7.6627 4.3022
H -4.8259 -9.4599 1.1290
H -3.8708 -9.1932 2.3656
C -0.5102 1.2120 1.5326
O -1.3137 0.3856 0.7024
C -0.9610 0.2927 -0.6915
C -1.9540 -0.7177 -1.3871
C -3.4339 -0.4168 -1.3856
N -1.8765 -1.9617 -0.6169
H 0.5240 0.9188 1.3523
H -0.9473 1.1213 2.5270
H -0.6734 2.2520 1.2500
H -0.9171 1.2588 -1.1943
H 0.0037 -0.2142 -0.7164
H -1.4354 -0.9163 -2.3250
H -3.7425 -0.1291 -0.3806
H -4.1014 -1.1640 -1.8150
H -3.5475 0.4340 -2.0575
H -2.7987 -2.2154 -0.2924
H -1.3716 -1.6016 0.1802
O 3.0463 7.0853 1.4041
C 4.0167 6.7221 2.3235
C 3.6320 5.6255 3.2337
O 2.6188 6.0568 4.0711
H 2.4045 7.5457 1.9497
H 4.8579 6.2913 1.7805
H 4.3090 7.6083 2.8868
H 4.4965 5.2040 3.7465
H 3.3637 4.7130 2.7014
H 2.8872 5.8465 4.9684
O 2.9919 4.3674 8.0726
C 1.7166 4.1580 8.7165
C 0.7912 3.5444 7.7139
O -0.1542 4.4503 7.1363
H 3.4172 5.0505 8.5962
H 1.8957 3.5073 9.5724
H 1.2686 5.0910 9.0583
H 0.2295 2.6727 8.0498
H 1.3064 3.1618 6.8328
H 0.2984 4.9186 6.4309
O -4.4402 6.8661 -7.4172
C -4.6699 5.8368 -6.5374
C -3.6768 4.6907 -6.7392
O -2.3871 4.8949 -6.1346
H -3.6101 7.2939 -7.1948
H -4.6811 6.2441 -5.5265
H -5.6996 5.5247 -6.7122
H -3.5695 4.3138 -7.7563
H -4.1322 3.8491 -6.2174
H -2.0588 5.7351 -6.4630
O 6.7305 -0.6205 -0.9724
C 5.9838 -1.4627 -1.7987
C 5.0915 -0.7177 -2.7430
O 5.8819 -0.0801 -3.7507
H 7.0879 -1.0863 -0.2129
H 6.7117 -2.1380 -2.2486
H 5.3469 -2.0518 -1.1388
H 4.5430 0.0298 -2.1698
H 4.4219 -1.4117 -3.2511
H 6.4244 0.6106 -3.3631
*
```

* structure (SMILES): COC[C@H](C)N.COC[C@H](C)N.COC[C@H](C)N.COC[C@H](C)N.OCCO.OCCO.OCCO.OCCO
* energy above the lowest of the compared OMol25 structures with the same formula, charge and spin: 5.050 eV
* Kohn-Sham gap: 8.94 eV
* DFT total energy: -56511.9575 eV